i.
C21H30ClN3O3S in the gas phase, computed with ωB97M-V/def2-TZVPD.

Structure (ORCA input):
```
! wB97M-V def2-TZVPD RIJCOSX def2/J DEFGRID3
* xyz 0 1
C 0.40 4.74 1.65
C 0.25 3.34 1.08
C 1.58 2.60 0.95
C 1.34 1.27 0.23
O 1.35 1.26 -1.00
N 1.08 0.19 0.99
C 0.67 -1.06 0.36
C 1.91 -1.86 -0.03
C 1.70 -3.07 -0.95
C 0.69 -2.85 -2.08
C -0.74 -3.32 -1.82
N -1.46 -2.69 -0.72
C -2.71 -2.14 -0.82
O -3.40 -1.92 0.16
C -3.22 -1.78 -2.18
S -4.78 -2.33 -2.66
C -4.75 -1.39 -4.10
C -5.89 -1.44 -5.07
C -3.61 -0.65 -4.18
C -2.75 -0.88 -3.08
Cl -1.29 0.02 -2.87
C -1.00 -2.97 0.63
C -0.32 -1.77 1.28
N 2.31 2.51 2.22
C 3.55 3.26 2.38
C 4.04 2.83 3.77
C 2.75 2.46 4.50
C 1.81 2.06 3.39
O 0.76 1.44 3.52
H -0.56 5.25 1.68
H 0.79 4.72 2.67
H 1.07 5.35 1.04
H -0.43 2.75 1.70
H -0.19 3.38 0.08
H 2.24 3.16 0.28
H 0.82 0.36 1.96
H 0.14 -0.79 -0.56
H 2.57 -1.16 -0.54
H 2.44 -2.17 0.88
H 2.68 -3.30 -1.39
H 1.44 -3.97 -0.38
H 0.70 -1.81 -2.39
H 1.02 -3.43 -2.96
H -1.33 -3.17 -2.73
H -0.72 -4.40 -1.63
H -5.69 -0.77 -5.90
H -6.03 -2.44 -5.47
H -6.83 -1.13 -4.60
H -3.39 0.03 -4.99
H -1.85 -3.27 1.24
H -0.32 -3.82 0.58
H 0.18 -2.09 2.20
H -1.09 -1.05 1.57
H 4.26 3.00 1.59
H 3.36 4.33 2.33
H 4.68 1.95 3.68
H 4.62 3.61 4.26
H 2.85 1.67 5.24
H 2.30 3.33 5.01
*
```

LUMO level ... 0.77 eV
Structure (SMILES) ... CC[C@H](C(=O)N[C@H]1CCCCN(C(=O)c2sc(C)cc2Cl)CC1)N1CCCC1=O
HOMO level ... -8.63 eV

natural (NBO) atomic charge list, values in e, 8 entries: atom 1 (C): -0.61, atom 2 (C): -0.41, atom 3 (C): -0.12, atom 4 (C): 0.69, atom 5 (O): -0.65, atom 6 (N): -0.63, atom 7 (C): -0.06, atom 8 (C): -0.41

ii.
C21H30ClN3O3S in the gas phase, computed with ωB97M-V/def2-TZVPD.

Structure (ORCA input):
```
! wB97M-V def2-TZVPD RIJCOSX def2/J DEFGRID3
* xyz 0 1
C 3.73 -2.13 3.00
C 2.57 -1.47 2.27
C 2.76 -1.47 0.75
C 1.65 -0.69 0.04
O 1.89 0.40 -0.46
N 0.43 -1.26 0.06
C -0.71 -0.61 -0.56
C -0.71 -0.89 -2.07
C -1.68 -0.08 -2.94
C -1.78 1.41 -2.58
C -2.94 1.80 -1.66
N -2.94 1.22 -0.32
C -2.94 1.93 0.84
O -3.18 1.42 1.92
C -2.63 3.39 0.76
S -3.78 4.55 1.29
C -2.68 5.86 1.11
C -3.09 7.26 1.40
C -1.46 5.41 0.70
C -1.44 4.00 0.51
Cl 0.00 3.15 0.07
C -3.21 -0.21 -0.20
C -1.97 -1.02 0.19
N 2.95 -2.81 0.19
C 4.19 -3.15 -0.50
C 3.91 -4.54 -1.07
C 2.87 -5.11 -0.11
C 2.17 -3.89 0.44
O 1.10 -3.87 1.03
H 3.59 -2.07 4.08
H 3.81 -3.19 2.74
H 4.68 -1.65 2.76
H 1.63 -1.96 2.52
H 2.48 -0.42 2.58
H 3.67 -0.92 0.52
H 0.34 -2.17 0.48
H -0.56 0.46 -0.41
H 0.31 -0.67 -2.41
H -0.87 -1.96 -2.22
H -1.33 -0.17 -3.97
H -2.68 -0.53 -2.94
H -0.84 1.76 -2.17
H -1.95 1.98 -3.50
H -2.95 2.88 -1.55
H -3.88 1.52 -2.14
H -2.24 7.93 1.25
H -3.90 7.59 0.74
H -3.44 7.38 2.42
H -0.61 6.05 0.53
H -3.98 -0.35 0.56
H -3.62 -0.55 -1.15
H -2.18 -2.08 0.04
H -1.79 -0.87 1.26
H 4.42 -2.41 -1.26
H 5.03 -3.17 0.21
H 3.48 -4.43 -2.07
H 4.81 -5.14 -1.16
H 2.15 -5.79 -0.57
H 3.33 -5.64 0.73
*
```

LUMO level ... 0.76 eV
Structure (SMILES) ... CC[C@H](C(=O)N[C@H]1CCCCN(C(=O)c2sc(C)cc2Cl)CC1)N1CCCC1=O
HOMO level ... -8.62 eV

natural (NBO) atomic charge list, values in e, 8 entries: atom 1 (C): -0.61, atom 2 (C): -0.41, atom 3 (C): -0.12, atom 4 (C): 0.68, atom 5 (O): -0.65, atom 6 (N): -0.63, atom 7 (C): -0.06, atom 8 (C): -0.41

Tell me which of them is the most stable. Sure, it is ii.

i.
A molecular structure, C3H9NP2, computed with ωB97M-V/def2-TZVPD.

Structure (ORCA input):
```
! wB97M-V def2-TZVPD RIJCOSX def2/J DEFGRID3
* xyz 0 1
C -0.27 1.22 -0.51
C 0.81 0.26 -1.06
C -1.15 -1.66 0.04
N 1.05 -0.45 1.38
P 0.11 1.59 1.31
P 0.67 -1.30 0.04
H 0.07 2.12 -0.94
H -1.30 1.03 -0.56
H 0.69 0.12 -2.13
H 1.89 0.72 -0.86
H -1.34 -2.58 0.52
H -1.44 -1.73 -0.94
H -1.75 -0.83 0.48
H 0.74 -0.70 2.30
H 1.23 2.19 0.93
*
```

LUMO level (alpha / beta) ... 0.23 / 0.23 eV
HOMO level (alpha / beta) ... -7.76 / -7.76 eV

natural (NBO) atomic charge list, values in e, 8 entries: atom 1 (C): -0.70, atom 2 (C): -0.68, atom 3 (C): -0.96, atom 4 (N): -1.17, atom 5 (P): 0.58, atom 6 (P): 1.02, atom 7 (H): 0.24, atom 8 (H): 0.22

ii.
C3H9NP2 in the gas phase, computed with ωB97M-V/def2-TZVPD.

Structure (ORCA input):
```
! wB97M-V def2-TZVPD RIJCOSX def2/J DEFGRID3
* xyz 0 1
C -1.04 1.89 0.76
P -0.87 1.19 -0.77
C -0.02 -0.37 -0.32
C -0.50 -1.43 -1.29
N 1.41 -0.26 -0.48
P 2.39 1.04 -0.11
H -1.29 2.97 0.67
H -0.52 1.65 1.69
H -0.32 -0.70 0.89
H -1.57 -1.67 -1.10
H -0.17 -2.46 -1.06
H -0.02 -1.07 -2.22
H 1.68 -1.20 -0.21
H 1.54 1.89 0.87
H 1.85 1.86 -1.00
*
```

LUMO level ... 0.01 eV
Structure (SMILES) ... C=P[C@@H](C)NP
HOMO level ... -9.16 eV

natural (NBO) atomic charge list, values in e, 8 entries: atom 1 (C): -0.84, atom 2 (P): 0.71, atom 3 (C): -0.35, atom 4 (C): -0.66, atom 5 (N): -0.97, atom 6 (P): 0.58, atom 7 (H): 0.22, atom 8 (H): 0.22

Tell me which of them is the most stable. Sure, it is i.

i.
C4H12Si2 in the gas phase, computed with ωB97M-V/def2-TZVPD.

Structure (ORCA input):
```
! wB97M-V def2-TZVPD RIJCOSX def2/J DEFGRID3
* xyz 0 1
C 1.99 -1.16 0.45
C 1.45 -0.38 -0.69
C 0.11 0.26 -0.39
Si 0.04 2.03 0.00
C -0.94 -0.58 -0.23
Si -2.69 -0.28 0.18
H 2.29 -0.61 1.41
H 1.37 -1.92 0.95
H 2.86 -1.64 -0.12
H 1.37 -1.17 -1.46
H 2.25 0.31 -1.02
H 0.20 2.18 1.45
H -1.16 2.83 -0.13
H 0.98 2.48 -1.14
H -0.74 -1.59 -0.47
H -3.22 -1.24 1.20
H -3.65 -0.53 -1.01
H -2.53 1.03 1.02
*
```

LUMO level ... 0.62 eV
Structure (SMILES) ... CC/C([SiH3])=C/[SiH3]
HOMO level ... -9.64 eV

natural (NBO) atomic charge list, values in e, 8 entries: atom 1 (C): -0.60, atom 2 (C): -0.45, atom 3 (C): -0.38, atom 4 (Si): 0.87, atom 5 (C): -0.64, atom 6 (Si): 0.85, atom 7 (H): 0.21, atom 8 (H): 0.21

ii.
A molecular structure, C4H12Si2, computed with ωB97M-V/def2-TZVPD.

Structure (ORCA input):
```
! wB97M-V def2-TZVPD RIJCOSX def2/J DEFGRID3
* xyz 0 1
C -1.01 -0.44 -1.34
C -1.17 -0.13 1.25
C 1.14 1.52 -0.11
C 1.82 -1.44 0.56
Si -2.26 0.47 -0.23
Si 0.45 -0.21 0.12
H -1.46 -1.41 -1.44
H -0.78 -0.21 -2.38
H -0.96 0.54 2.03
H -1.67 -0.97 1.74
H 0.40 2.12 -0.63
H 1.40 1.98 0.85
H 1.86 1.79 -0.88
H 1.62 -2.49 0.63
H 2.43 -1.53 -0.33
H 2.36 -1.27 1.41
H -2.68 1.87 -0.24
H -3.44 -0.25 -0.54
*
```

LUMO level ... 0.94 eV
HOMO level ... -9.42 eV

natural (NBO) atomic charge list, values in e, 8 entries: atom 1 (C): -1.24, atom 2 (C): -1.28, atom 3 (C): -1.14, atom 4 (C): -1.11, atom 5 (Si): 1.11, atom 6 (Si): 1.57, atom 7 (H): 0.25, atom 8 (H): 0.24

Tell me which of them is the most stable. Sure, it is ii.

i.
3 unconnected molecules or ions with the total composition C4H15NO3, computed with ωB97M-V/def2-TZVPD.

Structure (ORCA input):
```
! wB97M-V def2-TZVPD RIJCOSX def2/J DEFGRID3
* xyz 0 1
C -0.62 0.84 2.62
C -1.03 -0.29 1.69
O -0.60 -1.52 2.26
C -0.48 -0.09 0.25
C 1.04 -0.32 0.20
N -1.21 -0.98 -0.65
H -1.12 1.77 2.36
H 0.47 0.94 2.72
H -0.97 0.61 3.63
H -2.12 -0.31 1.61
H -1.09 -2.23 1.82
H -0.70 0.93 -0.05
H 1.33 -1.13 0.87
H 1.59 0.54 0.59
H 1.29 -0.68 -0.81
H -0.81 -1.87 -0.90
H -1.58 -0.50 -1.46
O 1.05 -0.51 -3.30
H 1.91 -0.89 -3.46
H 0.62 -0.43 -4.15
O 1.01 2.37 -2.14
H 0.86 1.48 -2.50
H 1.16 2.26 -1.20
*
```

LUMO level ... 0.37 eV
Structure (SMILES) ... C[C@H](O)[C@@H](C)N.O.O
HOMO level ... -8.91 eV

natural (NBO) atomic charge list, values in e, 8 entries: atom 1 (C): -0.64, atom 2 (C): 0.10, atom 3 (O): -0.73, atom 4 (C): -0.07, atom 5 (C): -0.65, atom 6 (N): -0.88, atom 7 (H): 0.21, atom 8 (H): 0.21

ii.
4 unconnected molecules or ions with the total composition C4H15NO3, computed with ωB97M-V/def2-TZVPD.

Structure (ORCA input):
```
! wB97M-V def2-TZVPD RIJCOSX def2/J DEFGRID3
* xyz 0 1
C 0.36 -0.46 -1.49
C -0.56 -1.68 -1.06
C -0.68 -1.52 0.48
N -0.44 -0.01 0.72
C 0.46 0.43 -0.23
H 0.16 0.00 -2.50
H 1.54 -0.85 -1.59
H 0.03 -2.58 -1.26
H -1.58 -1.69 -1.66
H -1.70 -1.81 0.78
H 0.15 -2.04 1.11
H -1.37 0.42 0.52
H 1.56 0.60 0.15
H 0.46 1.46 -0.68
O -2.26 1.86 -0.34
H -2.79 1.55 0.42
H -2.77 2.57 -0.57
O 0.88 3.56 1.61
H 1.20 2.75 1.66
H 0.77 3.87 0.65
O 2.22 -2.32 1.45
H 2.14 -1.33 1.21
H 2.24 -2.78 0.61
*
```

LUMO level ... 0.40 eV
Structure (SMILES) ... C1CCNC1.O.O.O
HOMO level ... -8.98 eV

natural (NBO) atomic charge list, values in e, 8 entries: atom 1 (C): -0.42, atom 2 (C): -0.45, atom 3 (C): -0.27, atom 4 (N): -0.64, atom 5 (C): -0.25, atom 6 (H): 0.22, atom 7 (H): 0.18, atom 8 (H): 0.21

iii.
4 unconnected molecules or ions with the total composition C4H15NO3, computed with ωB97M-V/def2-TZVPD.

Structure (ORCA input):
```
! wB97M-V def2-TZVPD RIJCOSX def2/J DEFGRID3
* xyz 0 1
C 1.60 -0.05 -1.69
C 0.45 -0.39 -1.04
N -0.81 -0.11 -1.60
C 0.40 -1.08 0.32
C 1.74 -1.41 0.94
H 2.57 -0.25 -1.24
H 1.57 0.46 -2.68
H -1.53 -0.80 -1.37
H -0.76 0.00 -2.63
H -0.18 -2.00 0.18
H -0.13 -0.43 1.01
H 1.56 -1.89 1.96
H 2.32 -2.10 0.28
H 2.35 -0.50 1.08
O -1.52 1.80 0.34
H -1.88 2.68 0.10
H -1.24 1.25 -0.46
O 1.22 2.20 1.27
H 1.18 2.44 2.19
H 0.28 2.08 1.03
O -2.93 -0.83 0.39
H -2.66 0.04 0.64
H -3.61 -1.10 1.01
*
```

LUMO level ... 0.65 eV
Structure (SMILES) ... C=C(N)CC.O.O.O
HOMO level ... -8.39 eV

natural (NBO) atomic charge list, values in e, 8 entries: atom 1 (C): -0.50, atom 2 (C): 0.19, atom 3 (N): -0.87, atom 4 (C): -0.45, atom 5 (C): -0.61, atom 6 (H): 0.21, atom 7 (H): 0.19, atom 8 (H): 0.41

Tell me which of them is the most stable. Sure, it is iii.

i.
4 unconnected molecules or ions with the total composition C4H15NO3, computed with ωB97M-V/def2-TZVPD.

Structure (ORCA input):
```
! wB97M-V def2-TZVPD RIJCOSX def2/J DEFGRID3
* xyz 0 1
C -1.08 -2.14 -0.05
C -1.77 -0.90 -0.87
C -1.63 0.29 -0.14
C -1.86 1.50 -0.67
N -1.47 2.73 -0.07
H -1.66 -2.40 0.87
H -0.25 -1.74 0.52
H -1.04 -3.13 -0.59
H -1.28 -1.00 -1.87
H -2.85 -1.13 -0.96
H -1.50 0.27 0.92
H -2.45 1.62 -1.62
H -1.83 3.62 -0.59
H -1.72 2.79 0.89
O 3.78 -0.39 -0.47
H 2.91 -0.19 -0.54
H 3.98 -0.11 0.39
O 3.09 -0.60 2.19
H 2.57 0.09 1.75
H 2.94 -1.50 2.02
O 1.35 0.92 -0.30
H 0.53 1.28 0.02
H 1.23 0.14 -0.81
*
```

LUMO level ... 0.67 eV
Structure (SMILES) ... CC/C=C/N.O.O.O
HOMO level ... -8.62 eV

natural (NBO) atomic charge list, values in e, 8 entries: atom 1 (C): -0.62, atom 2 (C): -0.44, atom 3 (C): -0.33, atom 4 (C): 0.02, atom 5 (N): -0.84, atom 6 (H): 0.20, atom 7 (H): 0.21, atom 8 (H): 0.23

ii.
3 unconnected molecules or ions with the total composition C4H15NO3, computed with ωB97M-V/def2-TZVPD.

Structure (ORCA input):
```
! wB97M-V def2-TZVPD RIJCOSX def2/J DEFGRID3
* xyz 0 1
C -2.61 0.00 1.79
C -1.96 0.67 0.54
C -0.33 0.32 0.42
N -0.21 -1.10 0.50
C 1.16 -1.59 0.94
O 2.12 -1.20 -0.02
H -1.95 0.03 2.64
H -2.53 -1.05 1.56
H -3.63 0.27 1.98
H -2.08 1.72 0.33
H -2.29 0.12 -0.37
H 0.24 0.76 -0.54
H 0.16 0.76 1.24
H -0.41 -1.69 -0.26
H 1.35 -1.18 1.94
H 1.12 -2.66 0.74
H 2.55 -0.41 0.39
O 1.89 3.00 -0.78
H 2.46 3.69 -0.40
H 2.13 2.90 -1.66
O 0.81 -1.31 -3.31
H 0.40 -1.28 -4.16
H 1.62 -0.76 -3.50
*
```

LUMO level ... 0.48 eV
Structure (SMILES) ... CCCNCO.O.O
HOMO level ... -8.34 eV

natural (NBO) atomic charge list, values in e, 8 entries: atom 1 (C): -0.63, atom 2 (C): -0.39, atom 3 (C): -0.21, atom 4 (N): -0.67, atom 5 (C): 0.08, atom 6 (O): -0.73, atom 7 (H): 0.20, atom 8 (H): 0.22

Tell me which of them is the most stable. Sure, it is ii.